{
  "formula": "C2H12NO3",
  "method": "wB97M-V/def2-TZVPD",
  "elements": ["C", "C", "N", "H", "H", "H", "H", "H", "H", "H", "H", "O", "H", "H", "O", "H", "H", "O"],
  "xyz": [[-0.532, -2.223, -1.481], [-0.537, -1.365, 0.774], [-0.049, -1.360, -0.419], [-0.849, -1.619, -2.340], [0.254, -2.912, -1.773], [-1.380, -2.842, -1.104], [-1.096, -2.199, 1.153], [-0.372, -0.473, 1.331], [0.629, -0.595, -0.650], [-1.246, 2.147, -0.382], [-2.442, 1.509, 0.476], [-1.497, 1.460, 0.251], [2.096, 0.982, -0.108], [1.563, 1.171, -1.460], [1.928, 0.439, -0.894], [0.495, 2.783, 2.345], [-0.121, 1.955, 1.076], [0.682, 2.029, 1.724]],
  "relative_energy_kj_mol": 153.1,
  "charge": 2,
  "orbital_gap_ev": [11.8, 4.5],
  "lumo_ev": [-8.27, -15.59],
  "multiplicity": 2,
  "homo_energy_ev": [-20.070, -20.064]
}

=====

{
  "formula": "C4H8O2",
  "method": "wB97M-V/def2-TZVPD",
  "elements": ["C", "C", "O", "C", "C", "O", "H", "H", "H", "H", "H", "H", "H", "H"],
  "xyz": [[-0.701, 1.243, -0.664], [0.830, 1.154, -0.735], [1.154, 0.007, 0.017], [0.055, -0.370, 0.814], [-0.171, -1.855, 0.637], [-1.065, 0.389, 0.402], [-1.042, 2.261, -0.442], [-1.178, 0.909, -1.594], [1.195, 1.008, -1.757], [1.318, 2.043, -0.316], [0.256, -0.125, 1.870], [0.722, -2.397, 0.966], [-1.029, -2.194, 1.223], [-0.344, -2.072, -0.422]],
  "smiles": "CC1OCCO1",
  "relative_energy_kj_mol": 123.6,
  "orbital_gap_ev": 10.7,
  "lumo_ev": 1.05,
  "multiplicity": 1,
  "homo_energy_ev": -9.691
}

=====

{
  "formula": "C2H6NP",
  "method": "wB97M-V/def2-TZVPD",
  "elements": ["C", "C", "N", "P", "H", "H", "H", "H", "H", "H"],
  "xyz": [[1.646, 0.265, 0.402], [0.112, -0.814, -0.204], [-1.175, -0.951, -0.365], [-2.363, 0.045, 0.356], [2.192, -0.412, 0.933], [1.367, 1.041, 0.978], [0.650, -1.357, -1.022], [1.879, 0.563, -0.604], [-2.811, 0.428, -0.809], [-1.497, 1.191, 0.337]],
  "relative_energy_kj_mol": 219.1,
  "orbital_gap_ev": 9.8,
  "lumo_ev": 0.94,
  "multiplicity": 1,
  "homo_energy_ev": -8.830
}

=====

{
  "formula": "C4H7N3O2",
  "method": "wB97M-V/def2-TZVPD",
  "elements": ["C", "C", "C", "C", "H", "H", "H", "H", "H", "H", "H", "N", "N", "N", "O", "O"],
  "xyz": [[1.170, -1.366, -0.019], [-0.325, 0.072, 1.399], [-0.959, 1.400, 1.080], [0.235, 0.875, -0.701], [1.486, -1.849, 0.920], [1.957, -1.237, -0.773], [0.375, -2.023, -0.375], [0.098, 0.056, 2.451], [-1.046, -0.743, 1.286], [-1.702, 1.883, 1.691], [1.037, 1.334, -1.328], [0.705, -0.008, 0.366], [-0.636, 1.852, -0.077], [-0.559, 0.065, -1.726], [-1.500, -0.610, -1.291], [-0.337, 0.299, -2.902]],
  "smiles": "CN1CC=N[C@@H]1[N+](=O)[O-]",
  "relative_energy_kj_mol": 427.3,
  "orbital_gap_ev": 9.4,
  "lumo_ev": -0.10,
  "multiplicity": 1,
  "homo_energy_ev": -9.532
}

=====

{
  "formula": "C4HO2Tl",
  "method": "wB97M-V/def2-TZVPD",
  "elements": ["O", "C", "C", "C", "C", "O", "Tl", "H"],
  "xyz": [[0.495, 1.571, 0.029], [-2.960, -0.359, 0.769], [-1.847, -0.032, 0.267], [-0.658, 0.320, -0.321], [0.568, -0.090, 0.127], [1.453, -0.872, -0.145], [2.691, -2.387, -1.650], [0.258, 1.850, 0.923]],
  "relative_energy_kj_mol": 278.2,
  "orbital_gap_ev": [4.9, 4.9],
  "lumo_ev": [-1.90, -1.90],
  "multiplicity": 1,
  "homo_energy_ev": [-6.818, -6.816]
}

=====

{
  "formula": "C27H62F2N2O7PRb3",
  "method": "wB97M-V/def2-TZVPD",
  "elements": ["Rb", "Rb", "Rb", "O", "P", "O", "F", "F", "C", "C", "C", "C", "C", "C", "N", "O", "C", "C", "C", "H", "H", "H", "H", "H", "H", "H", "H", "H", "H", "H", "H", "H", "H", "H", "H", "H", "H", "H", "C", "C", "C", "C", "C", "C", "N", "O", "C", "C", "C", "H", "H", "H", "H", "H", "H", "H", "H", "H", "H", "H", "H", "H", "H", "H", "H", "H", "H", "H", "C", "C", "C", "O", "H", "H", "H", "H", "H", "H", "H", "H", "C", "C", "C", "O", "H", "H", "H", "H", "H", "H", "H", "H", "C", "C", "C", "O", "H", "H", "H", "H", "H", "H", "H", "H"],
  "xyz": [[9.511, 23.617, -13.349], [10.258, 24.643, -7.885], [7.968, 20.805, -10.908], [11.733, 22.520, -9.305], [11.929, 22.019, -10.692], [11.849, 22.885, -11.904], [10.696, 20.963, -10.896], [13.260, 21.201, -10.809], [11.543, 27.821, -13.573], [12.946, 27.220, -13.262], [13.956, 28.219, -13.832], [15.410, 27.949, -13.459], [15.418, 27.866, -11.931], [14.461, 26.872, -11.223], [13.103, 27.064, -11.824], [12.154, 26.181, -11.266], [14.980, 25.446, -11.354], [14.413, 27.268, -9.743], [13.043, 25.907, -14.028], [10.741, 27.363, -12.982], [11.235, 27.688, -14.612], [11.407, 28.875, -13.325], [13.799, 28.042, -14.900], [13.789, 29.253, -13.537], [15.959, 28.827, -13.793], [15.821, 27.020, -13.858], [15.222, 28.885, -11.574], [16.468, 27.831, -11.618], [14.528, 24.861, -10.545], [14.726, 24.983, -12.305], [16.049, 25.446, -11.147], [13.745, 26.586, -9.214], [15.435, 27.350, -9.378], [13.932, 28.236, -9.588], [12.461, 25.126, -13.549], [14.073, 25.562, -14.117], [12.717, 25.996, -15.067], [12.496, 25.287, -11.463], [15.745, 18.950, -17.317], [15.088, 20.257, -16.846], [13.892, 19.855, -15.981], [13.363, 20.963, -15.121], [14.440, 21.625, -14.283], [15.723, 22.023, -15.056], [16.115, 20.969, -16.027], [17.264, 21.257, -16.771], [15.464, 23.422, -15.676], [16.855, 22.214, -14.055], [14.727, 21.099, -18.069], [16.380, 18.466, -16.567], [16.461, 19.246, -18.086], [15.060, 18.155, -17.607], [13.123, 19.398, -16.607], [14.208, 19.030, -15.333], [12.531, 20.618, -14.497], [12.949, 21.779, -15.734], [14.788, 20.816, -13.623], [14.036, 22.383, -13.612], [16.019, 23.552, -16.604], [14.395, 23.586, -15.852], [15.685, 24.228, -14.974], [17.797, 22.483, -14.537], [16.668, 22.935, -13.257], [17.115, 21.288, -13.533], [15.602, 21.375, -18.653], [14.279, 22.048, -17.764], [14.013, 20.557, -18.693], [17.833, 20.502, -16.583], [8.836, 20.767, -5.230], [9.873, 20.663, -6.324], [9.594, 19.495, -7.264], [9.849, 21.866, -7.127], [7.811, 20.469, -5.461], [8.878, 21.688, -4.655], [9.082, 19.930, -4.564], [10.878, 20.653, -5.895], [10.428, 19.332, -7.950], [8.659, 19.663, -7.802], [9.491, 18.585, -6.670], [10.521, 21.739, -7.812], [14.512, 21.742, -7.052], [14.414, 23.195, -6.593], [15.643, 23.979, -6.997], [13.294, 23.756, -7.288], [14.586, 21.688, -8.149], [13.602, 21.163, -6.890], [15.459, 21.257, -6.809], [14.237, 23.303, -5.522], [16.362, 23.767, -6.196], [15.575, 25.058, -7.085], [16.063, 23.493, -7.881], [13.154, 23.372, -8.159], [14.886, 16.724, -10.677], [14.049, 17.784, -11.375], [12.619, 17.735, -10.796], [14.660, 19.029, -11.114], [14.331, 15.790, -10.789], [15.055, 16.966, -9.629], [15.824, 16.588, -11.214], [14.053, 17.483, -12.430], [12.312, 16.703, -10.651], [11.881, 18.319, -11.354], [12.701, 18.242, -9.828], [13.992, 19.728, -11.112]],
  "charge": 2,
  "orbital_gap_ev": 4.1,
  "lumo_ev": -7.13,
  "multiplicity": 1,
  "homo_energy_ev": -11.261
}

=====

{
  "formula": "C42H70F6IN2O11PS",
  "method": "wB97M-V/def2-TZVPD",
  "elements": ["C", "C", "O", "C", "C", "C", "F", "F", "C", "C", "C", "C", "C", "C", "F", "F", "F", "C", "C", "C", "C", "C", "O", "C", "C", "C", "C", "C", "C", "N", "C", "N", "C", "C", "C", "C", "O", "F", "C", "P", "C", "C", "C", "C", "C", "I", "C", "S", "H", "H", "H", "H", "H", "H", "H", "H", "H", "H", "H", "H", "H", "H", "H", "H", "H", "H", "H", "H", "H", "H", "H", "H", "H", "H", "H", "H", "H", "H", "H", "H", "H", "H", "H", "H", "H", "H", "C", "O", "H", "H", "H", "H", "C", "O", "H", "H", "H", "H", "C", "O", "H", "H", "H", "H", "C", "O", "H", "H", "H", "H", "C", "O", "H", "H", "H", "H", "C", "O", "H", "H", "H", "H", "C", "O", "H", "H", "H", "H", "C", "O", "H", "H", "H", "H"],
  "xyz": [[-4.187, -4.701, 0.974], [-3.171, -3.942, -0.022], [-3.867, -3.237, -1.108], [-2.951, -2.267, -1.652], [-2.129, -2.578, -2.925], [-2.181, -3.944, -3.762], [-2.897, -4.999, -3.118], [-2.747, -3.747, -5.067], [-0.643, -4.454, -3.865], [-0.008, -5.044, -5.156], [1.496, -5.474, -5.110], [2.421, -5.337, -3.873], [1.786, -4.721, -2.581], [2.689, -4.501, -1.259], [2.049, -3.538, -0.398], [2.960, -5.722, -0.590], [3.951, -3.891, -1.599], [0.274, -4.308, -2.594], [-1.133, -1.482, -3.487], [-0.990, -0.155, -2.704], [-1.805, 0.138, -1.375], [-2.834, -0.916, -0.830], [-3.613, -0.661, 0.341], [-4.722, 0.247, 0.025], [-6.026, -0.516, -0.539], [-6.943, 0.514, -1.414], [-7.005, -1.105, 0.613], [-7.827, -2.351, -0.075], [-6.180, -1.691, 1.864], [-1.645, 1.386, -0.597], [-2.304, 2.567, -1.273], [-3.234, 3.307, -0.343], [-0.198, 1.696, -0.354], [0.324, 2.036, 1.098], [-0.746, 1.991, 2.281], [-1.609, 3.321, 2.468], [-2.751, 3.188, 2.988], [-1.155, 4.636, 2.109], [1.848, 2.355, 1.286], [2.421, 2.699, 3.074], [3.443, 4.287, 3.189], [3.495, 1.155, 3.487], [5.058, 1.347, 3.104], [2.889, 2.372, 0.103], [2.377, 2.036, -1.324], [3.761, 2.038, -3.037], [0.875, 1.698, -1.519], [0.177, 1.226, -3.193], [-4.331, -4.080, 1.933], [-3.714, -5.697, 1.332], [-5.189, -4.981, 0.503], [-2.553, -3.206, 0.615], [-2.461, -4.746, -0.459], [-0.671, -5.119, -6.080], [1.938, -5.913, -6.064], [3.526, -5.641, -3.869], [-0.122, -3.885, -1.597], [-0.510, -1.648, -4.439], [-5.017, 0.893, 0.942], [-4.433, 1.017, -0.793], [-5.644, -1.310, -1.294], [-6.318, 1.286, -1.987], [-7.651, -0.063, -2.127], [-7.649, 1.120, -0.726], [-7.760, -0.276, 0.906], [-8.174, -2.087, -1.137], [-7.054, -3.212, -0.125], [-8.721, -2.590, 0.596], [-6.865, -2.410, 2.428], [-5.824, -0.814, 2.525], [-5.289, -2.268, 1.430], [-2.928, 2.139, -2.154], [-1.542, 3.289, -1.726], [-3.497, 2.718, 0.460], [-4.098, 3.541, -0.860], [-0.196, 1.655, 3.241], [-1.473, 1.123, 2.039], [2.716, 5.131, 3.497], [4.186, 4.179, 4.072], [3.953, 4.557, 2.202], [3.125, 0.257, 2.853], [3.391, 0.828, 4.577], [5.418, 0.455, 2.455], [5.713, 1.316, 4.059], [5.247, 2.303, 2.501], [3.983, 2.605, 0.333], [3.016, 6.966, 6.050], [2.103, 6.713, 4.993], [3.890, 6.327, 5.922], [3.328, 8.014, 6.025], [2.542, 6.742, 7.009], [1.341, 7.290, 5.130], [7.172, -0.434, -0.060], [7.917, -0.242, 1.134], [6.402, 0.335, -0.123], [7.836, -0.353, -0.925], [6.699, -1.419, -0.044], [8.590, -0.934, 1.164], [-6.124, 2.446, 3.524], [-5.115, 2.828, 4.442], [-7.064, 2.326, 4.064], [-6.242, 3.221, 2.761], [-5.855, 1.496, 3.054], [-4.293, 2.927, 3.937], [2.235, 0.041, 7.460], [2.282, 1.233, 6.690], [3.073, 0.039, 8.157], [1.298, 0.002, 8.022], [2.311, -0.827, 6.801], [1.531, 1.210, 6.082], [10.479, 2.133, 0.347], [9.489, 3.130, 0.541], [11.457, 2.613, 0.291], [10.466, 1.436, 1.189], [10.284, 1.598, -0.586], [8.635, 2.678, 0.587], [13.474, 4.688, -0.842], [12.483, 5.685, -0.648], [14.451, 5.168, -0.899], [13.462, 3.991, 0.000], [13.278, 4.153, -1.775], [11.629, 5.235, -0.601], [-2.611, -3.761, -8.489], [-3.896, -4.234, -8.118], [-2.432, -4.009, -9.535], [-2.567, -2.677, -8.361], [-1.850, -4.242, -7.868], [-4.028, -4.002, -7.189], [-7.162, -2.757, -3.856], [-6.412, -2.543, -2.669], [-7.940, -1.995, -3.923], [-6.506, -2.680, -4.726], [-7.626, -3.746, -3.826], [-5.732, -3.231, -2.638]],
  "smiles": "CCOc1c(C(F)(F)c2cccc(C(F)(F)F)c2)cc2c(c1OC[C@H](C)C(C)C)N(CN)c1c(CC(=O)F)c(P(C)CC)cc(I)c1S2.CO.CO.CO.CO.CO.CO.CO.CO",
  "orbital_gap_ev": 7.5,
  "lumo_ev": -0.65,
  "multiplicity": 1,
  "homo_energy_ev": -8.146
}

=====

{
  "formula": "C48H37AsN5NiPSe2",
  "method": "wB97M-V/def2-TZVPD",
  "elements": ["Ni", "C", "C", "C", "C", "N", "C", "N", "C", "N", "C", "N", "C", "C", "C", "C", "C", "N", "C", "C", "C", "C", "C", "C", "H", "H", "H", "H", "H", "H", "H", "H", "H", "H", "H", "H", "Se", "P", "Se", "C", "C", "C", "C", "C", "C", "C", "C", "C", "C", "C", "C", "H", "H", "H", "H", "H", "H", "H", "H", "H", "H", "C", "C", "C", "C", "C", "C", "As", "C", "C", "C", "C", "C", "C", "C", "C", "C", "C", "C", "C", "H", "H", "H", "H", "H", "H", "H", "H", "H", "H", "H", "H", "H", "H", "H"],
  "xyz": [[1.616, -19.280, -6.185], [2.272, -23.294, -6.855], [3.644, -23.585, -6.655], [4.369, -22.469, -6.358], [3.786, -21.161, -6.084], [2.421, -20.947, -6.276], [1.694, -22.048, -6.606], [4.636, -20.328, -5.437], [4.293, -19.092, -5.219], [3.109, -18.496, -5.562], [3.226, -17.140, -5.574], [2.368, -16.293, -6.055], [1.112, -16.642, -6.501], [0.438, -15.549, -7.154], [-0.804, -15.746, -7.715], [-1.436, -17.015, -7.521], [-0.799, -18.040, -6.866], [0.523, -17.890, -6.466], [4.563, -16.815, -5.096], [5.345, -15.690, -5.196], [6.719, -15.731, -4.944], [7.315, -16.923, -4.554], [6.559, -18.058, -4.560], [5.193, -18.030, -4.821], [1.547, -24.061, -7.133], [4.041, -24.567, -6.606], [5.436, -22.545, -6.237], [0.617, -21.866, -6.776], [1.054, -14.641, -7.229], [-1.315, -14.927, -8.123], [-2.449, -17.230, -7.888], [-1.249, -19.019, -6.671], [4.826, -14.727, -5.508], [7.372, -14.803, -5.035], [8.325, -16.862, -4.265], [6.943, -19.092, -4.487], [-2.592, -23.188, -4.004], [-2.547, -21.185, -3.342], [-0.853, -19.981, -3.944], [-4.087, -20.182, -3.565], [-5.043, -20.112, -2.578], [-6.242, -19.337, -2.740], [-6.285, -18.562, -3.856], [-5.325, -18.665, -4.888], [-4.142, -19.389, -4.734], [-2.471, -21.058, -1.561], [-2.440, -22.153, -0.673], [-2.208, -21.950, 0.668], [-2.063, -20.629, 1.194], [-2.012, -19.559, 0.287], [-2.241, -19.787, -1.069], [-4.969, -20.737, -1.688], [-7.062, -19.382, -2.026], [-7.099, -17.860, -4.013], [-5.583, -18.202, -5.897], [-3.253, -19.410, -5.389], [-2.607, -23.111, -1.170], [-2.075, -22.821, 1.345], [-2.114, -20.469, 2.270], [-1.817, -18.512, 0.581], [-2.145, -18.950, -1.794], [2.144, -22.585, -12.910], [0.757, -22.412, -12.979], [-0.122, -23.060, -12.117], [0.401, -23.727, -10.975], [1.805, -23.784, -10.829], [2.637, -23.217, -11.763], [-0.657, -23.891, -9.252], [-2.455, -23.617, -10.013], [-3.188, -24.574, -10.709], [-4.561, -24.350, -10.935], [-5.130, -23.124, -10.596], [-4.345, -22.118, -9.936], [-3.040, -22.409, -9.626], [-0.747, -25.877, -9.121], [-1.510, -26.442, -8.118], [-1.557, -27.852, -7.886], [-0.973, -28.640, -8.885], [-0.347, -28.062, -9.999], [-0.081, -26.690, -10.007], [2.723, -22.182, -13.743], [0.288, -21.732, -13.660], [-1.159, -22.830, -12.284], [2.230, -24.256, -9.961], [3.673, -23.210, -11.556], [-2.764, -25.564, -11.059], [-5.212, -25.140, -11.388], [-6.103, -22.878, -10.948], [-4.746, -21.162, -9.638], [-2.408, -21.695, -9.110], [-2.020, -25.735, -7.438], [-1.921, -28.312, -7.022], [-1.037, -29.702, -8.911], [-0.032, -28.616, -10.871], [0.540, -26.255, -10.773]],
  "orbital_gap_ev": [6.8, 4.6],
  "lumo_ev": [-0.70, -2.82],
  "multiplicity": 3,
  "homo_energy_ev": [-7.501, -7.462]
}